[1]
DFT (ωB97M-V with the def2-TZVPD basis set) results for C3H5NOS as an isolated structure.

net charge	0
LUMO	0.70	eV
highest occupied orbital energy	-8.45	eV
strongest force on any atom	6.8	eV/A
ΔE to the lowest compared entry with this formula, charge and spin	2.450	eV

Geometry (Å):
C -0.046 1.706 -0.571
C -0.242 0.236 -0.234
C 0.506 -1.754 0.560
H 0.556 1.936 -1.588
H -0.882 2.192 -0.591
H 0.416 2.297 0.218
H 0.924 -1.957 1.459
H 0.696 -2.504 -0.215
N -1.474 -0.185 -0.147
O 0.903 -0.482 0.078
S -1.357 -1.485 1.031



[2]
DFT (ωB97M-V with the def2-TZVPD basis set) results for C39H48AsDyN6S8Si as an isolated structure.

net charge	-2
LUMO (spin up / spin down)	3.27 / 3.27	eV
highest occupied orbital energy (spin up / spin down)	-2.23 / -2.24	eV
strongest force on any atom	3.9	eV/A
2S+1	6

Geometry (Å):
Dy 3.101 0.105 0.305
C -4.153 -3.146 -1.650
C -4.923 -2.626 -0.397
S -4.788 -0.826 -0.371
C -6.250 -0.371 -1.399
C -6.464 -0.978 -2.808
S -5.173 -0.588 -4.048
C -5.491 -1.847 -5.316
C -4.428 -1.732 -6.431
S -2.912 -0.857 -5.830
C -2.037 -2.217 -4.975
C -2.678 -2.914 -3.850
S -3.327 -1.760 -2.553
H -4.795 -3.770 -2.287
H -3.328 -3.782 -1.387
H -4.492 -3.020 0.579
H -5.937 -2.914 -0.494
H -6.216 0.712 -1.539
H -7.158 -0.644 -0.810
H -7.396 -0.552 -3.210
H -6.654 -2.038 -2.801
H -6.455 -1.472 -5.732
H -5.612 -2.883 -4.908
H -4.809 -1.191 -7.317
H -4.067 -2.733 -6.791
H -1.173 -1.724 -4.539
H -1.795 -3.001 -5.717
H -1.992 -3.477 -3.233
H -3.434 -3.683 -4.135
S 7.328 0.754 -1.522
As 5.189 0.703 -1.922
S 4.400 -1.361 -1.493
S 4.330 2.237 -0.492
S 4.454 0.896 -3.918
N 1.971 -1.875 0.273
C 1.287 -2.831 0.216
C 0.799 -4.151 0.092
C 1.559 -5.172 0.702
N 2.188 -6.028 1.222
C -0.448 -4.368 -0.553
N -1.464 -4.429 -1.049
C 5.083 -3.074 2.946
C 4.124 -2.312 3.654
C 3.925 -1.026 3.203
N 4.512 -0.591 2.063
C 5.638 -1.171 1.653
C 5.783 -2.515 1.906
H 5.181 -4.124 3.132
H 3.543 -2.644 4.560
H 3.266 -0.355 3.762
H 6.320 -0.622 1.061
H 6.344 -3.083 1.217
C 1.830 3.127 -3.377
C 0.895 1.933 -3.529
C 0.998 1.411 -4.966
C -0.523 2.289 -3.240
N 1.255 0.713 -2.710
N 1.387 1.091 -1.264
H 1.473 4.019 -3.925
H 2.884 2.918 -3.746
H 1.878 3.477 -2.295
H 1.000 2.285 -5.651
H 0.211 0.737 -5.324
H 2.000 1.070 -5.304
H -0.912 3.020 -3.999
H -0.629 2.926 -2.324
H -1.178 1.403 -3.254
H 2.220 0.474 -3.053
H 0.517 0.704 -0.907
H 1.300 2.113 -1.104
C 3.703 3.834 5.956
C 2.903 2.808 6.398
C 2.348 1.929 5.486
C 2.331 2.240 4.125
C 3.213 3.262 3.672
C 3.921 4.064 4.605
Si 1.413 1.325 2.783
C 0.328 0.034 3.836
C -0.440 0.385 4.969
C -1.205 -0.639 5.629
C -1.089 -1.932 5.151
C -0.246 -2.323 4.151
C 0.394 -1.288 3.422
C 0.253 2.789 2.272
C 0.712 4.107 2.115
C -0.155 5.133 1.833
C -1.510 4.900 1.771
C -2.010 3.615 2.081
C -1.111 2.557 2.167
H 4.263 4.461 6.690
H 2.804 2.498 7.420
H 1.775 1.045 5.832
H 3.478 3.400 2.580
H 4.647 4.792 4.303
H -0.312 1.373 5.447
H -1.786 -0.425 6.496
H -1.746 -2.723 5.604
H -0.167 -3.392 3.991
H 0.967 -1.517 2.542
H 1.745 4.275 2.049
H 0.230 6.107 1.666
H -2.170 5.662 1.435
H -3.094 3.488 2.131
H -1.470 1.515 2.292



[3]
DFT (ωB97M-V with the def2-TZVPD basis set) results for a 2-piece molecular cluster, C4H12NP overall.

net charge	0
LUMO (spin up / spin down)	0.26 / 0.41	eV
highest occupied orbital energy (spin up / spin down)	-7.45 / -7.25	eV
strongest force on any atom	3.9	eV/A
ΔE to the lowest compared entry with this formula, charge and spin	4.032	eV

Geometry (Å):
C -1.290 0.359 -0.068
C -1.661 1.024 1.238
C 1.613 -1.432 0.535
C 1.832 0.738 -1.130
N -2.373 -0.583 -0.535
P 1.305 0.425 0.595
H -1.001 1.197 -0.690
H -0.942 1.798 1.426
H -1.561 0.403 2.148
H -2.619 1.322 1.223
H 1.412 -2.022 1.493
H 1.109 -1.939 -0.328
H 2.691 -1.422 0.253
H 1.436 1.777 -1.520
H 2.894 0.582 -1.028
H 1.753 -0.165 -1.796
H -2.032 -1.486 -0.255
H -2.566 -0.575 -1.562



[4]
DFT (ωB97M-V with the def2-TZVPD basis set) results for C21H26NO3 as an isolated structure.

net charge	+1
LUMO	-2.57	eV
highest occupied orbital energy	-10.60	eV
strongest force on any atom	18.4	eV/A
ΔE to the lowest compared entry with this formula, charge and spin	20.687	eV

Geometry (Å):
C 3.605 2.687 -0.455
C 2.222 2.378 -0.367
C 1.150 2.710 -1.343
H 1.715 3.311 -2.224
C 0.424 1.778 -1.973
C -0.188 1.074 -0.576
C 0.862 0.725 0.616
C 1.593 -0.610 -0.148
C 1.231 -1.621 -0.963
C 2.084 -2.537 -1.140
C 3.451 -2.719 -0.523
C 3.891 -1.571 0.169
C 2.811 -0.307 0.385
O 2.985 0.600 1.277
C 1.926 1.550 0.689
H 1.770 2.239 1.787
O 5.000 -1.289 0.811
H 5.217 -0.591 1.366
H 4.002 -3.414 -0.805
H 1.920 -3.432 -1.672
C -0.139 -1.493 -1.598
H -0.602 -2.499 -1.220
C -1.002 -0.424 -0.924
H -1.675 -0.071 -1.581
N -1.816 -0.842 0.013
H -2.315 0.238 0.473
C -0.956 -0.834 1.361
C -0.046 -0.022 1.709
H 0.772 -0.124 2.598
H -0.620 1.033 2.178
H -1.578 -1.387 2.192
H -0.331 -1.881 0.969
C -2.941 -1.653 0.052
C -4.202 -1.037 0.623
C -4.699 0.302 0.463
C -4.328 -0.427 1.886
H -5.099 -0.444 2.398
H -3.382 0.199 2.526
H -5.761 0.328 0.299
H -3.989 0.842 0.044
H -5.026 -1.867 0.785
H -2.461 -2.630 0.667
H -2.979 -1.688 -1.029
H 0.001 -1.219 -2.571
O -1.162 1.774 -0.186
H -1.109 2.805 -0.121
H 1.041 0.993 -2.235
H -0.407 2.086 -2.507
H 0.640 3.462 -0.953
H 4.121 3.204 -1.340
H 4.376 2.315 0.117



[5]
DFT (ωB97M-V with the def2-TZVPD basis set) results for an isolated ion of composition C5H6N and charge +1.

net charge	+1
LUMO	-5.95	eV
highest occupied orbital energy	-14.63	eV
strongest force on any atom	4.5	eV/A
ΔE to the lowest compared entry with this formula, charge and spin	8.093	eV

Geometry (Å):
C -0.808 0.551 -0.385
C -1.189 1.637 -0.938
C -0.034 -1.640 0.611
C 1.519 -0.018 -0.475
C 0.919 -0.501 0.774
N -0.434 -0.244 0.510
H -1.565 2.363 -0.383
H -1.134 1.747 -1.991
H 0.182 -2.313 -0.251
H -0.406 -2.187 1.410
H 2.326 0.733 -0.169
H 1.185 -0.146 1.764



[6]
DFT (ωB97M-V with the def2-TZVPD basis set) results for one molecule with the formula C5H6O.

net charge	0
LUMO	0.85	eV
highest occupied orbital energy	-8.38	eV
SMILES string	OC=C=C1CC1
strongest force on any atom	4.6	eV/A
ΔE to the lowest compared entry with this formula, charge and spin	3.792	eV

Geometry (Å):
O -2.244 -1.788 0.902
C -0.855 -1.698 1.032
C -0.338 -0.603 0.676
C 0.269 0.273 -0.043
C 1.179 0.585 -1.190
C 0.676 1.640 -0.257
H -2.525 -1.017 0.298
H -0.444 -2.325 1.757
H 2.206 0.094 -1.070
H 0.584 0.477 -2.061
H 1.440 1.973 0.502
H 0.052 2.389 -0.546



[7]
DFT (ωB97M-V with the def2-TZVPD basis set) results for C24H19CrN7O7 as an isolated structure.

net charge	0
LUMO (spin up / spin down)	-0.34 / -0.45	eV
highest occupied orbital energy (spin up / spin down)	-5.59 / -8.86	eV
strongest force on any atom	1.5	eV/A
2S+1	5

Geometry (Å):
Cr -0.220 -0.410 0.067
O 2.491 -2.219 -2.603
C 1.633 -1.839 -1.621
O 1.372 -0.609 -1.478
C 1.090 -2.832 -0.773
C 1.367 -4.220 -0.753
C 0.813 -4.998 0.233
C -0.025 -4.422 1.204
C -0.280 -3.062 1.109
N 0.237 -2.303 0.153
C -1.113 -2.222 2.066
O -1.731 -2.723 2.985
O -1.059 -0.972 1.780
H 2.787 -1.420 -3.064
H 2.016 -4.632 -1.510
H 1.032 -6.053 0.279
H -0.462 -4.997 2.002
O -1.987 3.122 -0.796
C -1.705 1.966 -0.505
N -0.527 1.495 -0.023
C 0.570 2.299 0.127
O 0.728 3.433 -0.294
C 1.608 1.565 0.904
C 2.688 2.220 1.493
C 3.607 1.484 2.213
C 3.410 0.107 2.329
C 2.300 -0.462 1.738
N 1.414 0.238 1.037
C -2.670 0.846 -0.654
C -4.016 1.068 -0.927
C -4.841 -0.022 -1.128
C -4.283 -1.293 -1.041
C -2.944 -1.424 -0.726
N -2.146 -0.380 -0.537
H 2.769 3.289 1.364
H 4.456 1.957 2.681
H 4.114 -0.512 2.862
H 2.115 -1.525 1.820
H -4.373 2.085 -0.972
H -5.890 0.107 -1.344
H -4.881 -2.174 -1.213
H -2.488 -2.401 -0.643
C -0.040 -1.916 -5.117
N -0.088 -0.563 -4.611
C 0.346 0.472 -5.357
C 0.284 1.742 -4.898
C -0.290 1.945 -3.599
N -0.668 0.915 -2.859
C -0.564 -0.345 -3.297
O -0.878 -1.325 -2.630
N -0.483 3.184 -3.154
H -0.070 -1.901 -6.206
H -0.900 -2.463 -4.730
H 0.867 -2.424 -4.782
H 0.731 0.229 -6.338
H 0.629 2.571 -5.488
H -0.115 3.962 -3.675
H -0.846 3.358 -2.221



[8]
DFT (ωB97M-V with the def2-TZVPD basis set) results for one molecule with the formula C30H37N5O6.

net charge	0
LUMO	0.29	eV
highest occupied orbital energy	-8.48	eV
SMILES string	CC(C)C[C@H](NC(=O)c1[nH]cnc1C(=O)Nc1ccc(CNC(=O)OC(C)(C)C)cc1)C(=O)OCc1ccccc1
strongest force on any atom	1.0	eV/A
ΔE to the lowest compared entry with this formula, charge and spin	0.091	eV

Geometry (Å):
C -5.404 -2.218 -3.841
C -5.427 -1.651 -2.423
C -6.814 -1.820 -1.808
C -4.343 -2.339 -1.587
C -4.233 -1.788 -0.164
N -3.915 -0.383 -0.156
C -4.585 0.495 0.599
O -5.662 0.285 1.143
C -3.934 1.815 0.753
N -4.609 2.782 1.439
C -3.796 3.850 1.555
N -2.640 3.635 0.994
C -2.690 2.367 0.479
C -1.516 1.820 -0.220
O -1.511 0.737 -0.793
N -0.464 2.666 -0.148
C 0.830 2.509 -0.638
C 1.794 3.434 -0.239
C 3.100 3.305 -0.665
C 3.471 2.260 -1.504
C 4.917 2.044 -1.868
N 5.592 1.281 -0.833
C 5.609 -0.078 -0.848
O 5.302 -0.749 -1.802
O 6.054 -0.523 0.341
C 6.313 -1.932 0.552
C 6.821 -2.003 1.992
C 5.027 -2.743 0.399
C 7.387 -2.419 -0.421
C 2.501 1.357 -1.918
C 1.191 1.474 -1.496
C -3.166 -2.558 0.618
O -2.935 -3.731 0.487
O -2.542 -1.746 1.466
C -1.438 -2.255 2.224
C -0.191 -1.509 1.833
C 0.542 -1.909 0.723
C 1.681 -1.217 0.353
C 2.098 -0.121 1.088
C 1.357 0.299 2.179
C 0.214 -0.389 2.548
H -6.136 -1.713 -4.467
H -5.639 -3.280 -3.826
H -4.422 -2.090 -4.291
H -5.195 -0.581 -2.471
H -7.026 -2.873 -1.633
H -6.894 -1.285 -0.866
H -7.571 -1.426 -2.481
H -4.544 -3.410 -1.520
H -3.376 -2.209 -2.079
H -5.183 -1.913 0.370
H -2.993 -0.112 -0.512
H -5.546 2.639 1.789
H -4.073 4.761 2.047
H -0.657 3.513 0.380
H 1.513 4.247 0.415
H 3.841 4.022 -0.341
H 4.997 1.459 -2.786
H 5.442 2.995 -1.990
H 5.737 1.724 0.062
H 6.061 -1.628 2.673
H 7.715 -1.395 2.103
H 7.055 -3.030 2.253
H 4.671 -2.685 -0.625
H 5.221 -3.783 0.647
H 4.258 -2.357 1.064
H 7.024 -2.353 -1.443
H 7.639 -3.453 -0.202
H 8.283 -1.809 -0.326
H 2.784 0.542 -2.567
H 0.450 0.760 -1.813
H -1.680 -2.095 3.279
H -1.342 -3.327 2.022
H 0.218 -2.766 0.152
H 2.248 -1.532 -0.510
H 2.995 0.409 0.806
H 1.670 1.164 2.745
H -0.365 -0.061 3.399



[9]
DFT (ωB97M-V with the def2-TZVPD basis set) results for one molecule with the formula C8H13NO4S.

net charge	0
LUMO (spin up / spin down)	0.46 / -4.11	eV
highest occupied orbital energy (spin up / spin down)	-4.91 / -9.29	eV
strongest force on any atom	4.0	eV/A
2S+1	3
ΔE to the lowest compared entry with this formula, charge and spin	0.000	eV

Geometry (Å):
C -1.342 0.890 1.228
C -0.044 1.727 -0.549
C -2.110 -1.195 -0.040
C 0.109 1.035 0.861
C -1.927 0.341 -0.074
C -0.812 0.620 -1.191
C 0.025 -0.655 -0.856
C 0.740 -0.269 0.411
N -0.928 -1.712 -0.685
O 3.210 0.852 0.834
O 3.471 -1.613 0.121
O 2.677 0.327 -1.518
O 0.761 -1.069 1.510
S 2.626 -0.048 -0.141
H -1.624 0.324 2.085
H -1.751 1.995 1.260
H -0.581 2.711 -0.468
H 1.016 1.815 -0.928
H -2.208 -1.600 1.024
H -2.955 -1.368 -0.696
H 0.591 1.510 1.723
H -2.910 0.935 -0.323
H -1.272 0.633 -2.164
H 0.572 -0.844 -1.805
H 1.476 -1.858 1.616
H -1.103 -2.227 -1.552
H 4.292 -1.256 0.318



[10]
DFT (ωB97M-V with the def2-TZVPD basis set) results for one molecule with the formula C3H7N3S.

net charge	0
LUMO	0.85	eV
highest occupied orbital energy	-8.20	eV
strongest force on any atom	4.5	eV/A
ΔE to the lowest compared entry with this formula, charge and spin	4.216	eV

Geometry (Å):
C -0.076 1.607 -0.261
C 1.239 0.960 0.246
C -1.284 0.792 0.054
N -2.514 -1.219 -0.026
N -1.895 -0.184 -0.158
N 1.013 -1.744 0.339
S 1.736 -0.605 -0.619
H -0.094 2.661 0.138
H -0.076 1.581 -1.303
H 2.206 1.548 0.163
H 0.963 0.758 1.304
H 1.573 -2.171 1.092
H -3.143 -1.596 -0.838
H 0.352 -2.386 -0.131



[11]
DFT (ωB97M-V with the def2-TZVPD basis set) results for one molecule with the formula C4H5NO3.

net charge	0
LUMO (spin up / spin down)	0.31 / -1.83	eV
highest occupied orbital energy (spin up / spin down)	-5.49 / -8.88	eV
strongest force on any atom	4.5	eV/A
2S+1	3
ΔE to the lowest compared entry with this formula, charge and spin	3.943	eV

Geometry (Å):
C -1.281 0.587 0.077
C 0.861 1.493 -0.140
C -0.448 -0.451 -0.177
C 0.936 -0.002 -0.434
N 1.940 -0.567 0.412
O 1.313 2.574 -0.002
O -0.740 -1.785 -0.344
O -2.634 0.588 0.246
H 1.216 0.012 -1.612
H 1.614 -1.589 0.345
H 1.714 -0.474 1.370
H -1.565 -1.898 0.065
H -2.927 1.510 0.195



[12]
DFT (ωB97M-V with the def2-TZVPD basis set) results for one molecule with the formula C35H34N2OS.

net charge	0
LUMO	0.23	eV
highest occupied orbital energy	-7.70	eV
SMILES string	Cc1ccc(S[C@H](/C=C/N2[C@H](Cc3ccccc3)C(=O)N(C)[C@H]2/C=C/c2ccccc2)c2ccccc2)cc1
strongest force on any atom	1.7	eV/A

Geometry (Å):
C 3.157 -1.870 5.538
C 2.097 -0.942 5.010
C 2.427 0.387 4.726
C 1.512 1.229 4.128
C 0.241 0.757 3.743
S -0.743 1.901 2.868
C -1.766 1.138 1.597
C -0.969 0.599 0.449
C -0.729 -0.726 0.306
N 0.089 -1.244 -0.667
C 0.912 -2.426 -0.442
C 1.641 -2.409 0.901
C 2.591 -1.244 0.994
C 3.963 -1.389 0.774
C 4.788 -0.264 0.795
C 4.259 1.010 1.039
C 2.893 1.149 1.297
C 2.098 0.009 1.331
C 1.895 -2.375 -1.613
O 2.774 -3.191 -1.862
N 1.630 -1.232 -2.321
C 2.464 -0.815 -3.415
C 0.575 -0.396 -1.778
C -0.480 -0.052 -2.796
C -1.133 -1.023 -3.449
C -2.138 -0.822 -4.474
C -2.675 -1.940 -5.160
C -3.618 -1.767 -6.165
C -4.058 -0.476 -6.505
C -3.544 0.636 -5.824
C -2.594 0.472 -4.814
C -2.748 2.291 1.215
C -3.513 2.904 2.211
C -4.382 3.954 1.896
C -4.450 4.438 0.583
C -3.693 3.824 -0.413
C -2.859 2.742 -0.102
C -0.157 -0.521 4.166
C 0.772 -1.351 4.800
H 2.727 -2.701 6.107
H 3.770 -2.310 4.736
H 3.852 -1.330 6.195
H 3.418 0.758 4.985
H 1.744 2.273 3.932
H -2.299 0.283 2.063
H -0.582 1.319 -0.281
H -1.199 -1.460 0.980
H 0.290 -3.333 -0.557
H 0.912 -2.413 1.721
H 2.207 -3.344 0.952
H 4.353 -2.382 0.542
H 5.851 -0.377 0.590
H 4.903 1.893 1.063
H 2.445 2.130 1.479
H 1.055 0.078 1.641
H 3.203 -1.595 -3.602
H 1.870 -0.652 -4.316
H 2.980 0.120 -3.172
H 1.015 0.532 -1.375
H -0.648 1.012 -2.978
H -0.889 -2.063 -3.205
H -2.318 -2.935 -4.880
H -4.015 -2.636 -6.690
H -4.799 -0.343 -7.291
H -3.884 1.640 -6.079
H -2.193 1.337 -4.281
H -3.462 2.545 3.246
H -5.009 4.393 2.672
H -5.065 5.305 0.346
H -3.729 4.177 -1.440
H -2.292 2.245 -0.891
H -1.205 -0.797 4.053
H 0.467 -2.334 5.170